--- w ---
Below is 2 unconnected molecules or ions with the total composition C5H13N, with properties calculated with wB97M-V/def2-TZVPD.

Last column: Mulliken charge in e.
CARTESIAN COORDINATES (ANGSTROEM)
C1 -0.30 4.31 -2.25  -1.161
C2 0.64 3.36 -1.52  -0.226
C3 0.08 1.92 -1.45  -1.039
H1 -1.34 4.07 -2.07  0.340
H2 -0.16 4.18 -3.33  0.293
H3 -0.05 5.35 -2.02  0.329
H4 0.93 3.71 -0.52  0.317
H5 1.64 3.44 -1.97  0.266
H6 -0.69 1.79 -2.21  0.301
H7 0.75 1.07 -1.50  0.322
H8 -0.39 1.95 -0.46  0.259
C4 0.40 -3.70 2.96  -0.759
C5 -0.91 -5.25 1.78  -0.212
N1 -0.88 -4.27 2.56  -0.417
H9 1.05 -3.38 2.16  0.314
H10 1.00 -4.32 3.64  0.310
H11 0.08 -2.78 3.44  0.280
H12 -1.81 -5.59 1.28  0.251
H13 -0.04 -5.86 1.48  0.232

The value obtained for the frontier orbital gap is 10.6 eV. The total charge is 0.



--- x ---
Below is 2 unconnected molecules or ions with the total composition C5H13N, with properties calculated with wB97M-V/def2-TZVPD.

Last column: Mulliken charge in e.
CARTESIAN COORDINATES (ANGSTROEM)
C1 -1.43 -0.97 0.16  -0.622
C2 -0.66 0.00 1.04  -0.086
C3 -1.52 0.49 2.20  -1.336
N1 -0.70 -1.28 -1.07  -0.521
H1 -2.38 -0.51 -0.13  0.352
H2 -1.67 -1.87 0.74  0.273
H3 -0.30 0.83 0.44  0.242
H4 0.22 -0.51 1.45  0.277
H5 -1.89 -0.36 2.78  0.329
H6 -2.37 1.06 1.84  0.353
H7 -0.97 1.13 2.89  0.346
H8 -1.23 -1.94 -1.62  0.217
H9 0.19 -1.69 -0.86  0.180
C4 2.30 0.95 -2.27  -0.393
C5 2.61 0.91 -0.99  -0.497
H10 2.21 0.06 -2.88  0.206
H11 2.10 1.87 -2.79  0.216
H12 2.81 -0.02 -0.49  0.231
H13 2.68 1.83 -0.43  0.232

The value obtained for the frontier orbital gap is 10.4 eV. The total charge is 0.



x wins, 0.564 eV ahead of the next structure.



--- w ---
Below is 2 unconnected molecules or ions with the total composition C5H13N, with properties calculated with wB97M-V/def2-TZVPD.

Last column: Mulliken charge in e.
CARTESIAN COORDINATES (ANGSTROEM)
C1 1.50 0.26 0.98  -0.951
C2 1.54 1.49 0.00  -0.439
C3 1.94 1.43 -1.54  -1.006
H1 2.56 -0.08 0.89  0.287
H2 1.51 0.70 2.01  0.266
H3 0.80 -0.53 0.82  0.279
H4 0.59 2.00 0.13  0.339
H5 2.19 2.22 0.51  0.307
H6 1.90 0.53 -2.21  0.305
H7 2.93 1.82 -1.71  0.324
H8 1.32 2.18 -2.04  0.279
C4 -2.24 -2.76 0.37  -0.822
C5 -1.98 -1.43 -0.07  0.144
N1 -2.54 -0.38 0.57  -0.495
H9 -2.83 -2.84 1.35  0.209
H10 -1.86 -3.47 -0.38  0.237
H11 -1.40 -1.24 -1.01  0.294
H12 -3.34 -0.40 1.33  0.213
H13 -2.59 0.50 0.00  0.230

The value obtained for the frontier orbital gap is 8.6 eV. The total charge is 0.



--- x ---
Below is 2 unconnected molecules or ions with the total composition C5H13N, with properties calculated with wB97M-V/def2-TZVPD.

Last column: Mulliken charge in e.
CARTESIAN COORDINATES (ANGSTROEM)
C1 -2.38 0.87 0.81  -0.986
C2 -1.67 1.48 2.03  -0.206
C3 -0.42 0.81 2.55  -0.966
H1 -2.70 1.68 0.16  0.298
H2 -3.23 0.23 1.08  0.283
H3 -1.74 0.29 0.13  0.247
H4 -2.41 1.71 2.80  0.309
H5 -1.33 2.47 1.70  0.222
H6 0.34 0.67 1.77  0.177
H7 0.00 1.49 3.31  0.311
H8 -0.56 -0.18 2.97  0.318
C4 1.43 -0.58 -3.06  -0.898
C5 1.46 -0.77 -1.74  0.248
N1 1.91 -1.92 -1.12  -0.430
H9 1.79 -1.30 -3.78  0.230
H10 1.02 0.33 -3.46  0.243
H11 1.27 -0.01 -0.99  0.228
H12 2.04 -2.76 -1.67  0.180
H13 1.82 -2.08 -0.13  0.191

The value obtained for the frontier orbital gap is 9.0 eV. The total charge is 0.



x wins, 1.342 eV ahead of the next structure.



--- w ---
Below is C5H13N in the gas phase, with properties calculated with wB97M-V/def2-TZVPD.

Last column: Mulliken charge in e.
CARTESIAN COORDINATES (ANGSTROEM)
C1 -0.46 0.91 -0.37  0.352
C2 0.28 -1.41 -0.50  -0.073
C3 -1.54 0.64 0.78  -1.293
C4 0.07 2.34 -0.29  -1.479
C5 1.36 -2.33 0.05  -1.358
N1 0.64 -0.02 -0.32  -0.376
H1 1.13 0.10 0.56  0.300
H2 -0.97 0.76 -1.33  0.266
H3 0.12 -1.59 -1.57  0.246
H4 -0.69 -1.60 0.05  0.167
H5 0.81 2.50 -1.06  0.382
H6 -0.74 3.05 -0.42  0.393
H7 -2.09 -0.30 0.69  0.384
H8 -2.29 1.42 0.73  0.413
H9 -1.05 0.70 1.75  0.281
H10 0.53 2.51 0.69  0.324
H11 1.44 -2.23 1.13  0.348
H12 1.13 -3.37 -0.18  0.387
H13 2.32 -2.09 -0.39  0.336

The value obtained for the frontier orbital gap is 9.8 eV. The total charge is 0.



--- x ---
Below is C5H13N in the gas phase, with properties calculated with wB97M-V/def2-TZVPD.

Last column: Mulliken charge in e.
CARTESIAN COORDINATES (ANGSTROEM)
C1 -1.35 0.36 -0.45  -0.445
N1 -0.16 -0.38 0.00  0.001
C2 1.09 0.37 0.02  -0.463
C3 2.09 -0.34 0.93  -1.247
C4 -0.02 -1.61 -0.81  -1.065
C5 -1.77 1.47 0.50  -1.186
H1 -1.26 0.85 -1.44  0.248
H2 -2.10 -0.43 -0.51  0.425
H3 1.46 0.43 -1.03  0.327
H4 0.86 1.40 0.27  0.363
H5 3.00 0.21 1.13  0.401
H6 2.40 -1.30 0.52  0.279
H7 1.51 -0.50 1.84  0.335
H8 -0.92 -1.96 -1.30  0.424
H9 0.74 -1.42 -1.58  0.332
H10 0.34 -2.44 -0.21  0.263
H11 -2.77 1.80 0.17  0.381
H12 -1.05 2.28 0.45  0.317
H13 -2.05 1.20 1.52  0.309

The value obtained for the frontier orbital gap is 9.6 eV. The total charge is 0.



w wins, 0.600 eV ahead of the next structure.



--- w ---
Below is 2 unconnected molecules or ions with the total composition C5H8N3, with properties calculated with wB97M-V/def2-TZVPD.

Last column: Mulliken charge in e.
CARTESIAN COORDINATES (ANGSTROEM)
C1 0.10 1.85 -2.63  -0.210
C2 -0.11 -1.94 -0.58  -0.244
C3 -1.30 -0.01 -0.55  -0.405
C4 -0.48 -0.03 0.64  0.630
C5 0.46 1.07 1.09  -1.397
N1 -0.08 0.99 -1.94  -0.195
N2 0.30 -1.35 0.48  -0.130
N3 -1.08 -1.19 -1.15  -0.056
H1 0.18 -2.83 -0.89  0.562
H2 0.26 2.73 -3.16  0.413
H3 -1.16 0.08 1.53  0.267
H4 1.24 1.18 0.36  0.349
H5 0.84 0.78 2.00  0.441
H6 -0.31 1.85 0.98  0.356
H7 0.80 -1.80 1.26  0.293
H8 -1.42 -1.29 -2.12  0.326

The value obtained for the frontier orbital gap is 8.5 eV. The total charge is +1.



--- x ---
Below is a gas-phase ion, C5H8N3 (charge +1), with properties calculated with wB97M-V/def2-TZVPD.

Last column: Mulliken charge in e.
CARTESIAN COORDINATES (ANGSTROEM)
C1 1.72 0.65 0.78  -0.491
C2 0.77 -0.03 0.18  0.655
C3 -0.56 0.42 1.26  0.364
C4 -0.48 -0.11 -1.82  -0.970
C5 0.53 -0.86 -0.99  -0.530
N1 1.38 1.24 1.90  -0.137
N2 0.19 1.25 2.17  -0.384
N3 -1.74 0.03 1.48  -0.200
H1 2.75 0.63 0.32  0.393
H2 -0.81 -0.86 -2.48  0.336
H3 -0.07 0.61 -2.61  0.304
H4 -1.23 0.30 -1.16  0.280
H5 1.51 -0.96 -1.46  0.377
H6 0.39 -1.94 -0.74  0.325
H7 -2.08 -0.73 0.84  0.324
H8 -2.27 0.37 2.32  0.353

The value obtained for the frontier orbital gap is 7.6 eV. The total charge is +1.



--- y ---
Below is 2 unconnected molecules or ions with the total composition C5H8N3, with properties calculated with wB97M-V/def2-TZVPD.

Last column: Mulliken charge in e.
CARTESIAN COORDINATES (ANGSTROEM)
C1 -1.29 -1.16 0.13  -0.216
C2 -2.62 0.46 -0.11  -0.206
C3 -0.47 -0.04 -0.04  0.705
C4 1.89 -1.73 0.11  -0.354
C5 1.55 1.18 0.07  -0.811
N1 -2.58 -0.83 0.07  -0.497
N2 -1.38 1.02 -0.06  -0.122
N3 0.87 0.03 -0.05  -0.100
H1 -1.08 -2.22 0.16  0.340
H2 -3.43 1.05 -0.36  0.428
H3 1.37 -2.50 -0.53  0.318
H4 2.92 -1.47 0.17  0.379
H5 0.77 1.82 0.37  0.344
H6 2.21 1.45 -0.85  0.281
H7 2.38 0.92 0.90  0.293
H8 -1.12 2.01 0.03  0.218

The value obtained for the frontier orbital gap (alpha / beta) is 7.4 / 8.5 eV. The total charge is +1.



w wins, 0.442 eV ahead of the next structure.



--- w ---
Below is 4 unconnected molecules or ions with the total composition C2H12N2O3, with properties calculated with wB97M-V/def2-TZVPD.

Last column: Mulliken charge in e.
CARTESIAN COORDINATES (ANGSTROEM)
C1 1.35 0.56 0.64  -0.390
C2 0.30 0.19 1.37  -0.057
N1 -0.35 0.99 2.31  -0.499
N2 2.03 -0.32 -0.24  -0.423
H1 1.67 1.59 0.65  0.322
H2 -0.03 -0.84 1.34  0.263
H3 -1.24 0.66 2.64  0.225
H4 -0.31 1.99 2.19  0.208
H5 1.64 -1.23 -0.42  0.185
H6 3.03 -0.23 -0.16  0.180
H7 0.58 -3.54 -0.39  0.328
H8 0.59 -3.08 -1.83  0.317
O1 0.15 -2.90 -0.99  -0.667
H9 -0.91 1.17 -2.36  0.315
H10 0.33 0.97 -1.50  0.346
O2 -0.37 1.61 -1.69  -0.650
H11 -3.38 0.28 -0.61  0.306
H12 -2.10 0.98 -0.29  0.333
O3 -2.98 1.16 -0.66  -0.641

The value obtained for the frontier orbital gap is 7.5 eV. The total charge is 0.



--- x ---
Below is 4 unconnected molecules or ions with the total composition C2H12N2O3, with properties calculated with wB97M-V/def2-TZVPD.

Last column: Mulliken charge in e.
CARTESIAN COORDINATES (ANGSTROEM)
C1 1.12 0.64 0.19  -0.150
C2 1.48 1.15 1.36  -0.295
N1 0.70 2.22 1.98  -0.619
N2 1.61 -0.59 -0.33  -0.517
H1 0.42 1.13 -0.46  0.286
H2 2.15 0.65 2.06  0.207
H3 1.07 2.42 2.90  0.224
H4 0.95 3.09 1.50  0.276
H5 2.05 -0.40 -1.23  0.242
H6 2.26 -1.00 0.32  0.235
H7 -1.19 2.26 1.83  0.468
H8 -2.77 2.53 1.45  0.330
O1 -2.11 1.94 1.84  -0.679
H9 -3.34 1.37 -0.28  0.294
H10 -3.94 0.00 -0.35  0.317
O2 -3.44 0.63 -0.89  -0.620
H11 1.08 -5.94 -4.73  0.319
H12 0.53 -6.05 -3.34  0.322
O3 1.38 -6.04 -3.81  -0.641

The value obtained for the frontier orbital gap is 9.1 eV. The total charge is 0.



w wins, 0.260 eV ahead of the next structure.



--- w ---
Below is 4 unconnected molecules or ions with the total composition C2H12N2O3, with properties calculated with wB97M-V/def2-TZVPD.

Last column: Mulliken charge in e.
CARTESIAN COORDINATES (ANGSTROEM)
C1 0.62 -0.33 -2.02  -0.857
N1 0.67 -0.52 -0.58  -0.264
C2 1.91 -0.47 0.00  -0.029
N2 2.02 -0.32 1.25  -0.520
H1 1.03 0.61 -2.38  0.281
H2 1.19 -1.14 -2.52  0.364
H3 -0.40 -0.40 -2.40  0.293
H4 0.06 0.09 -0.06  0.250
H5 2.79 -0.65 -0.64  0.291
H6 2.88 -0.23 1.76  0.184
H7 -3.81 -1.19 0.22  0.310
H8 -4.92 -1.51 -0.66  0.316
O1 -3.95 -1.49 -0.70  -0.624
H9 0.55 3.62 -1.88  0.314
H10 -0.34 4.04 -0.75  0.322
O2 -0.31 3.43 -1.53  -0.636
H11 -0.75 -0.98 3.32  0.297
H12 0.65 -0.36 2.85  0.387
O3 0.17 -0.88 3.52  -0.679

The value obtained for the frontier orbital gap is 9.8 eV. The total charge is 0.



--- x ---
Below is 4 unconnected molecules or ions with the total composition C2H12N2O3, with properties calculated with wB97M-V/def2-TZVPD.

Last column: Mulliken charge in e.
CARTESIAN COORDINATES (ANGSTROEM)
C1 1.11 0.07 -2.10  -0.782
N1 3.23 1.08 0.14  -0.389
C2 1.88 0.95 0.02  0.120
N2 1.20 0.10 -0.63  -0.528
H1 1.15 1.11 -2.46  0.290
H2 0.11 -0.22 -2.35  0.267
H3 1.82 -0.53 -2.65  0.267
H4 3.94 0.37 0.15  0.230
H5 3.52 1.90 0.63  0.248
H6 1.42 1.79 0.57  0.246
H7 -1.69 -0.92 -0.70  0.271
H8 -0.52 -0.10 -0.07  0.459
O1 -1.51 -0.23 -0.06  -0.759
H9 -2.62 1.31 0.31  0.369
H10 -3.27 2.68 0.35  0.313
O2 -3.38 1.79 0.68  -0.627
H11 -0.56 -3.53 1.70  0.312
H12 -1.61 -2.46 1.59  0.341
O3 -1.51 -3.40 1.77  -0.648

The value obtained for the frontier orbital gap is 9.1 eV. The total charge is 0.



w wins, 0.809 eV ahead of the next structure.



--- w ---
Below is 2 unconnected molecules or ions with the total composition CH4FN2O, with properties calculated with wB97M-V/def2-TZVPD.

Last column: Mulliken charge in e.
CARTESIAN COORDINATES (ANGSTROEM)
C1 -0.87 -0.32 -0.24  0.358
N1 -0.88 -1.51 -0.69  -0.197
N2 1.28 0.81 0.37  -0.174
O1 1.06 2.00 0.86  -0.182
F1 -1.92 0.32 0.09  -0.089
H1 0.09 -1.82 -1.06  0.330
H2 -1.49 -2.22 -0.56  0.229
H3 1.85 0.77 -0.55  0.314
H4 0.88 1.96 1.79  0.411

The value obtained for the frontier orbital gap (alpha / beta) is 7.8 / 9.6 eV. The total charge is +1.



--- x ---
Below is 2 unconnected molecules or ions with the total composition CH4FN2O, with properties calculated with wB97M-V/def2-TZVPD.

Last column: Mulliken charge in e.
CARTESIAN COORDINATES (ANGSTROEM)
C1 -0.66 0.15 -0.21  0.296
N1 1.68 -0.19 0.48  -0.079
N2 -1.34 0.70 -1.17  -0.247
O1 1.64 -1.14 1.35  -0.145
F1 -1.22 -0.23 0.94  -0.128
H1 1.69 0.65 1.04  0.316
H2 -0.98 1.10 -2.07  0.283
H3 -2.31 0.90 -1.17  0.275
H4 1.50 -1.95 0.80  0.430

The value obtained for the frontier orbital gap (alpha / beta) is 7.9 / 9.1 eV. The total charge is +1.



x wins, 0.469 eV ahead of the next structure.



--- w ---
Below is a molecular structure, C2H2ClF3Si, with properties calculated with wB97M-V/def2-TZVPD.

Last column: Mulliken charge in e.
CARTESIAN COORDINATES (ANGSTROEM)
C1 0.20 0.49 -0.28  -0.553
C2 -0.60 -0.46 0.03  -0.094
F1 3.06 0.52 1.31  -0.205
F2 2.76 -1.56 -0.21  -0.202
F3 3.69 0.49 -1.08  -0.218
Si1 2.60 -0.02 -0.07  0.760
Cl1 -2.30 -0.20 0.11  -0.167
H1 0.04 1.50 -0.43  0.350
H2 -0.18 -1.28 0.51  0.329

The value obtained for the frontier orbital gap is 10.4 eV. The total charge is 0.



--- x ---
Below is 2 unconnected molecules or ions with the total composition C2H2ClF3Si, with properties calculated with wB97M-V/def2-TZVPD.

Last column: Mulliken charge in e.
CARTESIAN COORDINATES (ANGSTROEM)
C1 -1.20 -0.70 1.32  -0.432
C2 -1.68 -0.78 0.17  -0.101
F1 1.18 0.54 -1.89  -0.207
F2 3.21 -0.12 -0.35  -0.285
F3 1.11 1.44 0.25  -0.162
Si1 2.24 1.13 -0.83  0.658
Cl1 -2.32 0.66 -0.60  -0.170
H1 -0.64 -0.39 2.19  0.385
H2 -1.90 -1.79 -0.25  0.313

The value obtained for the frontier orbital gap (alpha / beta) is 9.5 / 6.1 eV. The total charge is 0.



w wins, 3.041 eV ahead of the next structure.